Entry 1:
The following is a DFT calculation (wB97M-V/def2-TZVPD) of a molecular structure, C28H25N5O4W.

XYZ file:
```
63
Properties=species:S:1:pos:R:3:forces:R:3:lowdin_charge:R:1
W -0.54047 -0.16788 0.35428 -0.2 -0.6 0.4 1.788
C 0.16521 -4.30128 -1.10831 0.0 -0.1 0.0 0.008
C 0.36093 -3.06160 -0.50225 0.0 0.1 0.0 -0.070
N -0.66002 -2.27487 -0.18426 0.1 0.3 0.0 -0.022
C -1.92701 -2.71957 -0.38747 0.0 -0.1 -0.2 -0.132
C -2.21117 -3.91783 -1.04621 0.1 0.1 0.2 -0.108
C -1.11107 -4.71374 -1.41650 0.1 0.0 0.0 0.061
C -3.58050 -4.28538 -1.24687 -0.1 0.0 0.0 0.026
C -4.57949 -3.51915 -0.75326 0.0 -0.1 -0.1 0.028
C -4.29965 -2.32968 -0.00444 0.1 0.1 0.1 -0.106
C -5.28803 -1.55305 0.62478 0.1 0.1 0.1 0.062
C -4.90689 -0.46484 1.37346 -0.1 -0.1 -0.1 0.013
C -3.55883 -0.12420 1.45942 0.1 0.1 0.0 -0.067
N -2.59662 -0.81630 0.86227 0.1 -0.1 -0.4 0.002
C -2.97216 -1.92458 0.15553 -0.1 0.0 0.0 -0.130
H 1.02326 -4.91508 -1.34064 0.0 0.0 0.0 0.130
H 1.35158 -2.68803 -0.27574 0.0 0.0 0.0 0.131
H -1.27750 -5.65875 -1.91804 0.0 0.0 0.0 0.142
H -3.79800 -5.19843 -1.78474 0.0 0.0 0.0 0.136
H -5.61367 -3.80486 -0.89185 0.0 0.0 0.0 0.136
H -6.33197 -1.82302 0.53104 0.0 0.0 0.0 0.143
H -5.63477 0.14146 1.89209 0.0 0.0 0.0 0.131
H -3.27748 0.73887 2.04524 0.0 0.0 0.0 0.112
N -0.70770 1.21510 2.05072 0.0 0.3 0.0 -0.035
N -0.61797 0.43853 3.24097 0.0 -0.1 0.0 0.055
C 0.32136 -0.63114 3.13122 -0.1 0.0 0.0 -0.646
O 0.79304 -1.15281 4.08843 0.0 0.1 0.0 0.165
O 0.54281 -0.95126 1.86189 -0.2 0.0 -0.2 -0.209
H 0.07123 1.88296 1.99508 -0.1 0.0 0.0 0.124
H -1.57328 1.75153 2.05796 0.0 0.0 0.0 0.119
H -0.49714 0.99351 4.08130 0.0 0.0 0.0 0.161
C 3.67520 5.33930 0.75319 0.0 0.0 0.0 -0.028
C 3.32214 3.89503 0.96985 0.0 -0.1 0.0 -0.199
C 4.01243 3.15540 1.92839 0.0 0.0 0.0 -0.005
C 3.73724 1.81828 2.16172 0.0 0.0 0.0 -0.033
C 2.74157 1.18349 1.43806 0.0 0.0 0.0 -0.042
C 2.05101 1.92124 0.48523 0.1 -0.1 0.1 -0.227
N 0.96379 1.29902 -0.26358 -0.1 0.2 -0.2 -0.042
C 1.20470 0.35785 -1.32206 -0.1 -0.1 0.0 -0.223
C 2.47476 -0.19040 -1.53643 0.0 0.0 0.0 0.022
C 2.63986 -1.12802 -2.52970 0.0 0.0 0.0 -0.008
C 1.55244 -1.56015 -3.30382 -0.1 0.0 0.0 -0.019
C 0.29912 -1.05090 -3.07733 0.0 0.0 0.0 0.008
C 0.08241 -0.07435 -2.08461 -0.1 -0.1 -0.1 -0.134
C -1.35262 0.46408 -1.96661 0.1 0.1 -0.1 -0.593
O -2.20778 0.12244 -2.73010 0.0 0.2 0.0 0.150
O -1.51966 1.19251 -0.85983 0.0 -0.3 0.3 -0.175
C 2.31688 3.26708 0.22082 0.0 -0.1 0.0 -0.153
C 1.54984 3.99676 -0.85292 0.0 0.0 0.0 -0.005
H 4.43654 5.65590 1.46151 0.0 0.0 0.0 0.087
H 2.80872 5.98934 0.88182 0.0 0.0 0.0 0.096
H 4.06643 5.50474 -0.25196 0.0 0.0 0.0 0.099
H 4.78799 3.64386 2.50361 0.0 0.0 0.0 0.126
H 4.29207 1.26770 2.90869 0.0 0.0 0.0 0.123
H 2.51312 0.14010 1.60883 0.0 0.0 0.0 0.106
H 0.34333 2.02592 -0.62719 0.1 0.0 0.0 0.109
H 3.31168 0.15858 -0.94819 0.0 0.0 0.0 0.131
H 3.62684 -1.52661 -2.72406 0.0 0.0 0.0 0.132
H 1.71275 -2.28211 -4.09265 0.0 0.0 0.0 0.129
H -0.55564 -1.34700 -3.67147 0.0 0.0 0.0 0.139
H 1.60195 3.47648 -1.81308 0.0 0.0 0.0 0.099
H 1.95009 4.99199 -1.01520 0.0 0.0 0.0 0.082
H 0.49276 4.12780 -0.59602 0.0 0.0 0.0 0.098
```
Positions in Å, forces in eV/Å.

Output
Total charge ... +2
Multiplicity ... 3
Strongest force on any atom ... 0.75 eV Å⁻¹
Gap between HOMO and LUMO (spin up / spin down) ... 7.3 / 7.2 eV
Molar mass ... 679.379 g/mol
Electronic energy ... -1723.409255 Eh
Relative energy (zero: lowest compared OMol25 entry of this formula, charge and spin) ... 0.8684 eV

=====

Entry 2:
The following is a DFT calculation (wB97M-V/def2-TZVPD) of a molecular structure, C28H25N6O4SSc.

XYZ file:
```
65
Properties=species:S:1:pos:R:3:forces:R:3:lowdin_charge:R:1
Sc 0.18422 -0.06920 0.08648 0.1 -0.1 0.5 1.111
C 0.03185 1.85704 2.46751 0.0 0.0 0.1 -0.096
N 0.15467 0.37746 2.44175 -0.1 0.0 0.0 -0.205
C -0.99307 -0.25940 3.13597 0.0 0.0 0.1 -0.080
C -1.99075 -0.91826 2.21652 0.0 -0.1 0.0 -0.239
C -3.25554 -1.24704 2.67537 0.0 0.0 0.0 0.015
C -4.10755 -1.95594 1.84367 0.0 0.0 0.0 -0.005
C -3.67398 -2.30992 0.57427 0.1 0.0 0.0 -0.012
C -2.40807 -1.92298 0.18227 -0.1 0.0 0.0 -0.092
N -1.57740 -1.24445 0.98491 0.1 0.2 0.0 0.026
C 1.42804 -0.00881 3.08351 0.0 0.0 0.0 -0.104
C 2.59882 0.24510 2.17274 0.0 0.0 0.0 -0.255
C 3.87027 0.49483 2.65839 -0.1 0.0 0.0 0.019
C 4.91366 0.62171 1.75532 0.0 0.0 0.0 -0.002
C 4.65419 0.50304 0.39783 -0.1 0.0 0.0 -0.006
C 3.35369 0.27597 -0.00898 0.1 0.0 0.1 -0.086
N 2.34007 0.14636 0.86062 0.0 0.1 -0.1 0.021
C -1.15869 2.29989 1.66407 0.0 0.0 0.0 -0.244
C -2.00336 3.31486 2.07613 0.1 -0.1 0.0 0.022
C -3.07154 3.66339 1.26122 0.0 0.0 0.0 -0.005
C -3.26392 2.97595 0.07429 0.0 0.0 0.0 -0.007
C -2.37796 1.96840 -0.26323 0.0 0.1 0.0 -0.070
N -1.33808 1.63898 0.51131 0.1 0.0 0.0 0.049
H 0.94884 2.27763 2.04183 0.0 0.0 0.0 0.145
H -0.03870 2.21534 3.49979 0.0 0.0 0.0 0.145
H -1.49575 0.46053 3.78712 0.0 0.0 0.0 0.146
H -0.60713 -1.03974 3.79546 0.0 0.0 0.0 0.142
H -3.56611 -0.95917 3.67041 0.0 0.0 0.0 0.132
H -5.09716 -2.22869 2.18328 0.0 0.0 0.0 0.129
H -4.30550 -2.86547 -0.10315 0.0 0.0 0.0 0.124
H -2.03944 -2.14188 -0.81225 0.0 0.0 0.0 0.112
H 1.38674 -1.07888 3.30132 0.0 0.0 0.0 0.137
H 1.56036 0.50279 4.04295 0.0 0.0 0.0 0.149
H 4.03824 0.58434 3.72254 0.0 0.0 0.0 0.132
H 5.91820 0.81491 2.10638 0.0 0.0 0.0 0.130
H 5.44014 0.59695 -0.33666 0.0 0.0 0.0 0.125
H 3.09775 0.20528 -1.05723 0.0 0.0 0.0 0.118
H -1.82381 3.82029 3.01501 0.0 0.0 0.0 0.131
H -3.74590 4.45606 1.55508 0.0 0.0 0.0 0.129
H -4.08746 3.21100 -0.58395 0.0 0.0 0.0 0.125
H -2.49381 1.39883 -1.17600 0.0 0.0 0.0 0.120
O 0.95054 1.21793 -1.39490 0.1 0.0 -0.1 -0.060
C 0.07926 0.80792 -2.22798 0.0 0.1 -0.2 -0.535
O -0.73072 -0.09322 -1.82154 -0.2 -0.1 -0.1 -0.104
C 0.00791 1.33744 -3.59829 0.0 0.0 0.0 -0.129
C -1.01618 0.91610 -4.44454 0.0 0.0 -0.1 0.018
C -1.08308 1.40314 -5.73903 0.1 0.0 0.1 0.033
C -0.10851 2.29705 -6.14265 0.0 0.1 -0.2 -0.105
C 0.91856 2.73542 -5.32709 -0.1 -0.1 0.1 0.036
C 0.97184 2.24651 -4.03321 0.0 0.0 0.0 0.025
N -0.16811 2.81889 -7.53802 0.1 -0.1 0.1 -0.345
O 0.68546 3.61211 -7.86072 0.0 0.0 0.0 0.108
O -1.05593 2.39599 -8.24189 0.0 0.0 0.0 0.107
H -1.75454 0.21023 -4.09055 0.0 0.0 0.0 0.125
H -1.85838 1.10662 -6.42856 0.0 0.0 0.0 0.130
H 1.64187 3.43961 -5.70858 0.0 0.0 0.0 0.131
H 1.75261 2.56822 -3.35909 0.0 0.0 0.0 0.127
S 1.42110 -4.28367 -1.81482 0.0 0.0 0.0 1.137
C 2.01487 -4.15412 -0.22058 0.0 0.1 0.1 -0.338
C 1.67702 -2.95003 0.30285 0.0 -0.1 -0.1 -0.219
N 0.95947 -2.13540 -0.54409 0.0 0.0 0.0 -0.109
C 0.76400 -2.73388 -1.69985 -0.1 0.1 0.0 -0.446
H 2.57098 -4.94830 0.24782 0.0 0.0 0.0 0.089
H 1.93297 -2.60124 1.29150 0.0 0.0 0.0 0.109
H 0.21791 -2.26984 -2.50794 0.0 0.0 0.0 0.090
```
Positions in Å, forces in eV/Å.

Output
Total charge ... +2
Strongest force on any atom ... 0.47 eV Å⁻¹
Gap between HOMO and LUMO ... 8.9 eV
Molar mass ... 586.569 g/mol
Electronic energy ... -2870.078198 Eh

=====

Entry 3:
The following is a DFT calculation (wB97M-V/def2-TZVPD) of a molecular structure, C28H26CdIN10O.

XYZ file:
```
67
Properties=species:S:1:pos:R:3:forces:R:3:lowdin_charge:R:1
Cd 0.05106 -0.39433 1.14431 0.0 -0.7 0.4 1.393
N -0.51282 -1.69413 -0.86486 0.3 -0.1 0.1 0.044
C -0.33350 -3.10386 -0.84216 -0.1 0.2 0.1 -0.244
C -0.85780 -3.92852 -1.79263 -0.1 -0.1 -0.2 -0.010
C -0.63799 -5.32355 -1.75547 0.0 0.1 -0.1 -0.054
C 0.10948 -5.87227 -0.75967 0.1 0.0 0.1 -0.025
C 0.62805 -5.04643 0.26847 0.0 -0.1 0.0 -0.146
C 1.35878 -5.57178 1.35729 0.0 -0.1 -0.1 0.009
C 1.79352 -4.73759 2.34126 0.0 0.0 0.1 -0.032
C 1.48213 -3.36948 2.25021 0.1 0.1 0.0 -0.131
N 0.81655 -2.83008 1.25566 -0.1 -0.1 -0.2 0.050
C 0.39609 -3.65659 0.24315 0.0 0.1 0.2 -0.167
H 0.35448 -1.21959 -1.13290 0.0 0.0 -0.2 0.068
H -1.21424 -1.40020 -1.52856 -0.2 0.1 0.0 0.080
H -1.44400 -3.50183 -2.60006 0.1 0.0 0.0 0.109
H -1.04834 -5.94661 -2.53994 0.0 0.0 0.0 0.115
H 0.31336 -6.93675 -0.73316 0.0 0.1 0.0 0.121
H 1.55334 -6.63792 1.39890 0.0 0.1 0.0 0.128
H 2.34780 -5.10410 3.19606 0.0 0.0 -0.1 0.114
H 1.79831 -2.70664 3.04693 0.0 0.0 0.0 0.081
N 0.87909 2.50375 4.77538 -0.1 0.0 0.1 -0.025
C 1.45388 3.69598 5.04968 0.0 -0.1 0.0 -0.097
C 1.56778 4.35523 3.85246 0.0 0.0 -0.2 -0.062
C 1.01578 3.46171 2.90819 0.0 0.1 -0.1 -0.162
N 0.58975 2.33971 3.47273 0.1 0.5 0.0 0.019
H 0.62796 1.78500 5.43082 0.0 0.0 0.0 0.134
H 1.74357 3.97322 6.05234 -0.1 0.0 -0.1 0.120
H 1.98743 5.33427 3.68078 0.0 -0.1 0.0 0.098
H 0.91975 3.58802 1.83814 0.0 0.0 0.2 0.071
I 1.49718 -1.49553 7.33221 0.0 0.0 0.1 0.920
C 1.52940 -0.91154 5.36242 -0.1 0.0 0.0 -0.807
C 2.59790 -0.40532 4.65962 0.1 0.1 -0.1 -0.140
N 2.15514 -0.16536 3.41304 0.0 -0.1 0.0 -0.003
N 0.86057 -0.47538 3.27015 0.1 -0.1 0.1 -0.114
C 0.46338 -0.93645 4.44684 0.0 0.1 0.0 -0.218
H 3.61291 -0.20016 4.96441 -0.1 0.0 -0.1 0.132
H 2.65045 0.26314 2.64619 0.0 0.1 0.0 0.162
H -0.55809 -1.24868 4.60806 0.1 0.0 0.0 0.119
N -2.96703 -0.41111 -9.50908 0.1 0.0 0.2 0.166
C -2.56330 -0.19441 -8.45415 0.1 0.0 0.1 -0.171
C -2.05581 0.07873 -7.12512 -0.1 -0.1 -0.3 -0.222
C -1.91434 -0.96076 -6.21068 0.0 -0.1 0.0 -0.017
C -1.43382 -0.69745 -4.94115 0.0 0.0 0.0 -0.021
C -1.09015 0.60238 -4.56710 0.0 0.1 0.2 -0.221
C -1.22250 1.63515 -5.49674 0.0 0.0 0.0 -0.014
C -1.70353 1.37707 -6.76701 0.0 0.0 0.0 -0.014
C -0.61992 0.88659 -3.23072 -0.1 -0.2 -0.5 0.041
C -0.21799 1.11900 -2.12309 0.1 0.0 0.5 0.064
H -2.18261 -1.96778 -6.50134 0.0 0.0 0.0 0.123
H -1.31120 -1.50618 -4.23139 0.0 0.0 0.0 0.098
H -0.94071 2.64197 -5.21572 0.0 0.0 0.0 0.121
H -1.81125 2.17605 -7.48832 0.0 0.0 0.0 0.125
C -0.89489 4.96235 0.12410 0.0 -0.2 0.0 -0.027
N -0.63848 3.54545 -0.05272 0.1 0.2 -0.2 -0.098
C 0.54629 2.99569 -0.71195 -0.2 -0.1 0.1 -0.053
C 0.24159 1.46614 -0.73848 -0.1 0.2 0.0 -0.661
O 1.26042 0.67015 -0.27767 -0.2 0.2 -0.3 -0.325
N -0.95249 1.33240 0.19067 0.1 0.3 -0.2 0.013
C -1.34084 2.54360 0.51076 0.1 -0.1 0.0 -0.483
N -2.35712 2.81067 1.34959 -0.1 0.0 0.0 0.200
H -0.31517 5.51132 -0.61238 0.0 0.0 0.0 0.096
H -0.61518 5.32123 1.11979 0.0 0.0 0.0 0.085
H -1.94739 5.19109 -0.05324 0.0 0.0 0.0 0.094
H 1.45661 3.17230 -0.13416 0.0 0.0 0.0 0.116
H 0.66392 3.41021 -1.70926 0.0 0.0 0.0 0.128
H -2.95734 2.05774 1.62822 0.0 0.0 0.0 0.110
H -2.66390 3.75106 1.51207 0.0 0.0 0.0 0.098
```
Positions in Å, forces in eV/Å.

Output
Total charge ... +1
Strongest force on any atom ... 0.84 eV Å⁻¹
Gap between HOMO and LUMO ... 8.1 eV
Molar mass ... 757.901 g/mol
Electronic energy ... -2170.593231 Eh
Relative energy (zero: lowest compared OMol25 entry of this formula, charge and spin) ... 1.4970 eV